Below is a cluster of 15 separate species, C22H19Cl42F2N2O4PS3 in total in a non-equilibrium geometry, with properties calculated with ωB97M-V/def2-TZVPD.

Output
Relative energy (zero: lowest compared OMol25 entry of this formula, charge and spin) = 0.000 eV
Net charge = 0

Atoms and positions in Å:
O: 4.271 -1.868 -0.988
S: 3.968 -0.482 -1.142
O: 4.590 0.328 -0.153
F: 4.465 -0.116 -2.559
C: 2.174 -0.349 -1.097
C: 1.532 -1.584 -0.862
C: 0.173 -1.586 -0.769
C: -0.618 -0.420 -0.935
N: -1.968 -0.563 -0.852
C: -2.574 0.580 -1.009
P: -4.440 0.535 -0.971
S: -5.035 -1.271 -1.426
C: -1.933 1.837 -1.200
N: -0.637 1.958 -1.274
C: 0.049 0.789 -1.159
C: 1.474 0.833 -1.256
S: 2.227 2.406 -1.562
O: 3.544 2.277 -2.067
O: 2.040 3.234 -0.425
F: 1.385 3.039 -2.712
H: 2.116 -2.481 -0.725
H: -0.331 -2.525 -0.568
H: -4.886 1.366 -1.999
H: -4.915 0.939 0.291
H: -2.538 2.736 -1.287
C: 5.542 2.584 2.451
Cl: 3.990 2.923 1.699
Cl: 6.694 3.881 2.127
Cl: 5.358 2.335 4.194
H: 5.931 1.670 2.019
C: 1.106 -0.515 3.041
Cl: 0.356 0.228 4.444
Cl: 1.732 -2.118 3.437
Cl: -0.058 -0.605 1.705
H: 1.935 0.109 2.727
C: -2.677 3.867 2.804
Cl: -3.452 4.645 4.180
Cl: -2.053 2.279 3.248
Cl: -3.808 3.742 1.444
H: -1.843 4.483 2.491
C: 1.884 0.071 8.042
Cl: 2.195 -1.060 6.730
Cl: 0.193 0.585 8.036
Cl: 2.309 -0.647 9.600
H: 2.505 0.946 7.895
C: -5.026 3.010 -5.102
Cl: -5.496 1.513 -5.902
Cl: -3.951 2.676 -3.733
Cl: -4.249 4.113 -6.228
H: -5.918 3.485 -4.717
C: 0.117 -2.279 12.485
Cl: -0.278 -3.996 12.383
Cl: -1.067 -1.311 11.609
Cl: 0.229 -1.763 14.169
H: 1.083 -2.127 12.020
C: 2.874 -1.429 -5.818
Cl: 2.236 -0.665 -4.359
Cl: 3.433 -3.064 -5.473
Cl: 1.652 -1.455 -7.087
H: 3.716 -0.845 -6.165
C: 5.077 0.974 11.719
Cl: 5.982 1.612 13.091
Cl: 3.987 -0.315 12.237
Cl: 4.184 2.262 10.908
H: 5.782 0.555 11.013
C: -1.502 -2.602 -9.440
Cl: -3.103 -2.214 -10.071
Cl: -0.335 -1.356 -9.898
Cl: -1.552 -2.797 -7.689
H: -1.184 -3.540 -9.876
C: -6.399 -5.210 -1.273
Cl: -5.346 -4.392 -2.428
Cl: -6.246 -4.496 0.332
Cl: -8.078 -5.166 -1.818
H: -6.092 -6.246 -1.212
C: 2.370 -6.400 -8.016
Cl: 1.283 -7.671 -8.577
Cl: 1.857 -4.823 -8.624
Cl: 2.461 -6.386 -6.254
H: 3.359 -6.605 -8.404
C: -1.334 4.512 -9.230
Cl: 0.014 5.353 -8.463
Cl: -1.525 2.894 -8.554
Cl: -2.826 5.444 -9.063
H: -1.116 4.413 -10.285
C: -5.258 6.728 -2.807
Cl: -6.626 5.783 -3.408
Cl: -4.426 5.862 -1.511
Cl: -4.145 7.131 -4.111
H: -5.648 7.651 -2.397
C: 3.022 -5.140 6.544
Cl: 2.013 -6.579 6.401
Cl: 3.098 -4.278 4.999
Cl: 2.425 -4.079 7.819
H: 4.024 -5.453 6.805

Atom charges from the Löwdin analysis, given in e for atoms 1 to 8: atom 1 (O): -0.2561, atom 2 (S): 0.6257, atom 3 (O): -0.2562, atom 4 (F): -0.1586, atom 5 (C): -0.2471, atom 6 (C): -0.0645, atom 7 (C): -0.0766, atom 8 (C): -0.3144